Here is an isolated molecule of C22H37N3O3 from the OMol25 dataset. Energies are from the ωB97M-V functional and the def2-TZVPD basis.

Strongest force on any atom = 0.17 eV Å⁻¹
HOMO-LUMO gap = 9.97 eV
Relative energy (zero: lowest compared OMol25 entry of this formula, charge and spin) = 47.4 kcal/mol
Structure (SMILES) = CCC(CC)(CC)C(=O)N1C[C@H]2ON=C(CNC(=O)C3CCCCCC3)[C@@H]2C1

Geometry (Å):
C (0.113, -2.442, 1.422)
C (-0.709, -1.562, 0.484)
C (-0.141, -1.454, -0.945)
C (1.317, -0.950, -0.908)
C (1.563, 0.329, -0.115)
C (-0.146, -2.839, -1.644)
C (-0.173, -2.787, -3.169)
C (-0.954, -0.443, -1.780)
O (-0.399, 0.444, -2.410)
N (-2.321, -0.510, -1.830)
C (-2.995, 0.502, -2.689)
C (-4.423, 0.057, -2.491)
O (-5.490, 0.293, -3.399)
N (-6.381, -0.785, -3.161)
C (-5.758, -1.740, -2.580)
C (-6.443, -3.019, -2.245)
N (-5.817, -4.101, -2.991)
C (-6.139, -5.400, -2.693)
O (-6.774, -5.684, -1.697)
C (-5.570, -6.447, -3.635)
C (-4.338, -7.069, -2.954)
C (-3.490, -7.916, -3.906)
C (-3.897, -9.388, -4.014)
C (-5.405, -9.654, -4.032)
C (-6.237, -8.647, -4.832)
C (-6.675, -7.436, -4.009)
C (-4.293, -1.436, -2.504)
C (-3.220, -1.633, -1.457)
H (-0.379, -2.521, 2.392)
H (0.223, -3.454, 1.028)
H (1.111, -2.039, 1.591)
H (-1.721, -1.965, 0.447)
H (-0.798, -0.559, 0.910)
H (1.929, -1.753, -0.490)
H (1.653, -0.802, -1.935)
H (2.607, 0.630, -0.209)
H (0.949, 1.148, -0.486)
H (1.360, 0.196, 0.949)
H (0.753, -3.370, -1.325)
H (-0.980, -3.445, -1.281)
H (-0.048, -3.785, -3.591)
H (-1.118, -2.384, -3.543)
H (0.624, -2.153, -3.559)
H (-2.770, 1.505, -2.336)
H (-2.668, 0.417, -3.727)
H (-4.765, 0.372, -1.494)
H (-6.340, -3.244, -1.183)
H (-7.509, -2.931, -2.463)
H (-5.552, -3.905, -3.943)
H (-5.217, -5.948, -4.546)
H (-3.725, -6.251, -2.565)
H (-4.660, -7.651, -2.086)
H (-3.519, -7.452, -4.897)
H (-2.444, -7.874, -3.593)
H (-3.447, -9.800, -4.921)
H (-3.460, -9.944, -3.181)
H (-5.568, -10.659, -4.426)
H (-5.789, -9.671, -3.008)
H (-5.694, -8.329, -5.729)
H (-7.142, -9.142, -5.189)
H (-7.140, -7.784, -3.083)
H (-7.449, -6.888, -4.554)
H (-3.860, -1.728, -3.473)
H (-2.713, -2.589, -1.529)
H (-3.614, -1.511, -0.445)

Here is C49H48N4O4P3PdS2Te as an isolated structure from the OMol25 dataset. Energies are from the ωB97M-V functional and the def2-TZVPD basis.

Strongest force on any atom = 0.98 eV Å⁻¹
HOMO-LUMO gap = 5.87 eV
Relative energy (zero: lowest compared OMol25 entry of this formula, charge and spin) = 15.8 kcal/mol
Charge = +1

Geometry (Å):
Pd (-1.079, -0.268, 0.544)
S (-0.849, -1.851, -1.206)
C (-2.207, -2.914, -0.911)
C (-2.451, -3.943, -1.821)
C (-3.495, -4.828, -1.633)
C (-3.728, -5.855, -2.611)
N (-3.877, -6.670, -3.406)
C (-4.298, -4.710, -0.485)
C (-4.031, -3.720, 0.438)
C (-3.002, -2.789, 0.236)
S (-2.744, -1.597, 1.478)
C (-5.384, -5.625, -0.250)
N (-6.249, -6.353, -0.049)
H (-1.820, -4.045, -2.694)
H (-4.633, -3.657, 1.335)
C (1.593, 1.213, 0.475)
C (0.991, 2.111, 1.544)
P (-0.768, 1.627, 1.876)
C (-0.907, 1.605, 3.688)
C (0.163, 1.395, 4.544)
C (-0.036, 1.377, 5.917)
C (-1.304, 1.555, 6.445)
C (-2.384, 1.747, 5.592)
C (-2.186, 1.773, 4.224)
C (-1.756, 3.089, 1.452)
C (-3.016, 2.904, 0.889)
C (-3.814, 3.998, 0.576)
C (-3.351, 5.281, 0.826)
C (-2.100, 5.470, 1.402)
C (-1.308, 4.381, 1.721)
P (0.374, 1.261, -0.992)
C (0.891, 2.986, -1.398)
C (2.215, 3.279, -1.714)
C (2.600, 4.581, -1.998)
C (1.671, 5.610, -1.922)
C (0.352, 5.330, -1.593)
C (-0.042, 4.021, -1.354)
C (-1.036, 1.363, -2.260)
C (-2.369, 1.136, -1.964)
C (-3.349, 1.247, -2.946)
C (-2.992, 1.570, -4.243)
C (-1.658, 1.807, -4.553)
C (-0.690, 1.724, -3.566)
H (1.626, 0.191, 0.851)
H (2.591, 1.560, 0.192)
H (1.034, 3.159, 1.244)
H (1.565, 2.017, 2.467)
H (1.162, 1.207, 4.169)
H (0.808, 1.211, 6.574)
H (-1.454, 1.542, 7.516)
H (-3.381, 1.873, 5.994)
H (-3.036, 1.915, 3.569)
H (-3.380, 1.901, 0.704)
H (-4.792, 3.845, 0.140)
H (-3.968, 6.136, 0.580)
H (-1.746, 6.471, 1.611)
H (-0.343, 4.545, 2.185)
H (2.956, 2.487, -1.757)
H (3.626, 4.795, -2.269)
H (1.974, 6.628, -2.128)
H (-0.376, 6.129, -1.535)
H (-1.083, 3.808, -1.139)
H (-2.668, 0.865, -0.959)
H (-4.387, 1.074, -2.690)
H (-3.750, 1.645, -5.013)
H (-1.373, 2.070, -5.564)
H (0.340, 1.946, -3.815)
C (4.474, -2.414, -4.115)
N (3.785, -1.749, -3.016)
N (2.763, -0.867, -3.218)
C (2.257, -0.519, -2.020)
O (1.226, 0.288, -2.071)
C (2.970, -1.191, -1.030)
C (3.913, -1.956, -1.699)
C (4.916, -2.905, -1.149)
C (2.319, -0.422, -4.508)
C (3.106, 0.463, -5.228)
C (2.654, 0.903, -6.463)
C (1.427, 0.465, -6.948)
C (0.645, -0.409, -6.204)
C (1.091, -0.863, -4.973)
H (3.870, -2.327, -5.013)
H (4.592, -3.466, -3.869)
H (5.448, -1.961, -4.290)
H (2.805, -1.178, 0.030)
H (4.913, -2.851, -0.063)
H (5.921, -2.675, -1.505)
H (4.678, -3.930, -1.440)
H (4.050, 0.808, -4.823)
H (3.254, 1.592, -7.041)
H (1.077, 0.813, -7.911)
H (-0.315, -0.736, -6.579)
H (0.490, -1.527, -4.363)
C (3.328, -1.270, 3.914)
C (2.288, -2.262, 4.382)
O (1.043, -1.567, 4.564)
P (-0.313, -2.113, 3.907)
O (-1.449, -1.252, 4.237)
Te (0.167, -2.419, 1.502)
O (-0.390, -3.631, 4.367)
C (-0.928, -3.930, 5.691)
C (-0.800, -5.414, 5.914)
H (4.303, -1.752, 3.827)
H (3.414, -0.449, 4.627)
H (3.044, -0.859, 2.942)
H (2.562, -2.708, 5.338)
H (2.170, -3.080, 3.666)
H (-1.966, -3.600, 5.710)
H (-0.366, -3.359, 6.433)
H (-1.334, -5.964, 5.140)
H (-1.229, -5.677, 6.881)
H (0.246, -5.721, 5.907)

Here is a 2-piece molecular cluster, C3H2N2O3 overall at a distorted geometry from the OMol25 dataset. Energies are from the ωB97M-V functional and the def2-TZVPD basis.

Strongest force on any atom = 4.19 eV Å⁻¹
HOMO-LUMO gap (spin up / spin down) = 7.73 / 7.73 eV
Relative energy (zero: lowest compared OMol25 entry of this formula, charge and spin) = 197.7 kcal/mol

Geometry (Å):
C (1.940, 0.105, 1.354)
C (-1.949, -0.969, -1.875)
C (-0.586, -0.200, -0.032)
N (2.620, 0.414, 0.447)
N (-1.479, -1.049, -0.739)
O (1.696, -0.056, 2.451)
O (-2.027, -1.145, -3.035)
O (-1.818, -0.810, 0.548)
H (-0.833, 0.872, -0.275)
H (2.499, 0.394, -0.488)

Here is C2H12CdO6 as an isolated structure at a distorted geometry from the OMol25 dataset. Energies are from the ωB97M-V functional and the def2-TZVPD basis.

Strongest force on any atom = 5.32 eV Å⁻¹
HOMO-LUMO gap = 4.73 eV
Relative energy (zero: lowest compared OMol25 entry of this formula, charge and spin) = 114.1 kcal/mol

Geometry (Å):
Cd (-0.178, -0.275, -0.461)
O (1.461, 1.965, 1.253)
C (1.307, 2.161, 2.700)
C (0.413, 1.197, 3.499)
O (-0.622, 0.455, 2.893)
H (1.094, 3.191, 2.982)
H (2.281, 2.058, 3.178)
H (-0.122, 1.759, 4.265)
H (0.967, 0.481, 4.105)
O (2.090, -2.759, 0.256)
H (3.002, -2.659, 0.527)
H (2.028, -3.665, -0.047)
O (-2.837, 1.867, -2.105)
H (-3.048, 1.849, -3.039)
H (-3.327, 2.615, -1.763)
O (1.120, -0.528, -4.025)
H (1.359, -1.220, -4.642)
H (1.226, 0.283, -4.521)
O (-2.526, -2.621, -1.562)
H (-3.182, -2.633, -2.259)
H (-2.505, -3.521, -1.236)

Here is a 2-piece molecular cluster, C4H9S overall at a distorted geometry from the OMol25 dataset. Energies are from the ωB97M-V functional and the def2-TZVPD basis.

Strongest force on any atom = 3.41 eV Å⁻¹
HOMO-LUMO gap = 6.65 eV
Relative energy (zero: lowest compared OMol25 entry of this formula, charge and spin) = 12.5 kcal/mol
Charge = -1

Geometry (Å):
C (-0.301, -1.197, 1.027)
C (0.745, -0.027, 1.046)
C (0.710, 0.667, -0.243)
C (0.327, 1.978, -0.449)
H (-0.113, -1.875, 0.191)
H (-0.338, -1.792, 1.964)
H (-1.295, -0.770, 0.848)
H (1.729, -0.449, 1.182)
H (0.571, 0.643, 1.895)
H (0.844, 0.016, -1.140)
H (0.277, 2.381, -1.473)
H (0.088, 2.611, 0.394)
S (-1.245, -0.954, -2.056)
H (-2.001, -1.232, -3.186)

Here is an isolated molecule of C4H12BN at a distorted geometry from the OMol25 dataset. Energies are from the ωB97M-V functional and the def2-TZVPD basis.

Strongest force on any atom = 4.50 eV Å⁻¹
HOMO-LUMO gap = 10.61 eV
Relative energy (zero: lowest compared OMol25 entry of this formula, charge and spin) = 14.2 kcal/mol
Structure (SMILES) = CCB(N)CC

Geometry (Å):
B (-0.743, -0.134, 0.010)
C (0.566, 2.166, -0.276)
C (1.163, -1.797, 0.191)
C (-0.690, 1.450, -0.556)
C (0.293, -0.744, 1.021)
N (-1.840, -0.929, -0.257)
H (0.857, 1.916, 0.774)
H (1.429, 1.611, -0.770)
H (0.511, 3.195, -0.271)
H (1.552, -1.364, -0.737)
H (2.036, -2.259, 0.726)
H (0.350, -2.453, -0.218)
H (-1.514, 1.992, -0.144)
H (-0.967, 1.335, -1.652)
H (0.113, -1.287, 1.907)
H (0.909, 0.125, 1.274)
H (-2.379, -0.963, -1.085)
H (-1.648, -1.860, 0.063)